No. 1
# C15H10F3N3O

One molecule with the formula C15H10F3N3O (ωB97M-V with the def2-TZVPD basis set, OMol25).

CARTESIAN COORDINATES (ANGSTROEM)
F  5.319  -0.894  1.245
F  3.586  0.381  1.523
F  5.314  1.113  0.427
O  4.072  -0.536  -0.472
N  -1.012  -1.834  0.338
N  -5.125  1.095  0.839
N  1.671  -2.046  -0.461
C  -0.324  -0.740  -0.085
C  1.758  0.317  -0.832
C  4.559  0.005  0.654
C  -2.823  1.737  0.995
C  -0.272  1.599  -0.554
C  0.978  -3.072  -0.073
C  -3.412  -0.186  -0.251
C  -4.731  0.073  0.083
C  -0.987  0.511  -0.147
C  -0.370  -2.962  0.350
C  1.041  -0.840  -0.448
C  -4.168  1.904  1.282
C  1.092  1.501  -0.882
C  3.212  0.303  -1.241
C  -2.416  0.667  0.205
H  3.580  1.328  -1.205
H  -4.481  2.732  1.907
H  1.459  -4.044  -0.076
H  -3.175  -1.044  -0.863
H  -0.898  -3.845  0.691
H  -5.508  -0.586  -0.284
H  -2.102  2.431  1.405
H  -0.764  2.559  -0.628
H  3.309  -0.032  -2.272
H  1.617  2.403  -1.171

As for the SMILES: FC(F)(F)OCc1ccc(-c2ccncc2)c2nccnc12. Its HOMO energy is -9.18 eV. The calculation puts the energy above the lowest of the compared OMol25 structures with the same formula, charge and spin at 0.000 eV. Its gap between HOMO and LUMO is 8.60 eV.

***

No. 2
# C15H20N2O5S2

One molecule with the formula C15H20N2O5S2 (ωB97M-V with the def2-TZVPD basis set, OMol25).

CARTESIAN COORDINATES (ANGSTROEM)
S  3.177  -0.056  -1.677
S  -0.098  -2.549  -0.510
O  0.355  1.382  0.240
O  -0.548  -2.928  -1.817
O  0.116  -3.556  0.483
O  4.994  -1.248  1.621
O  -4.112  -1.325  -0.627
N  -1.166  -1.450  0.093
N  5.766  0.014  -0.079
C  0.764  2.803  -1.644
C  1.642  -0.803  -1.768
C  -1.131  -1.165  1.504
C  -5.230  0.415  0.187
C  3.559  -0.907  -0.211
C  -3.873  0.785  0.020
C  2.525  -1.722  0.157
C  -3.234  -0.313  -0.483
C  -1.804  -0.545  -0.840
C  -0.012  -0.235  1.997
C  4.824  -0.743  0.532
C  1.436  -1.656  -0.732
C  -0.122  1.222  1.559
C  -5.310  -0.880  -0.222
C  0.306  2.724  -0.197
H  -1.743  -1.052  -1.806
H  6.649  0.141  0.387
H  0.123  2.191  -2.273
H  -0.724  3.106  -0.104
H  0.952  3.345  0.444
H  -6.132  -1.566  -0.271
H  -1.278  0.414  -0.887
H  -3.438  1.740  0.233
H  -6.025  1.028  0.558
H  -2.103  -0.752  1.790
H  5.634  0.405  -0.994
H  0.716  3.833  -1.985
H  2.552  -2.362  1.021
H  -1.168  1.563  1.624
H  0.479  1.852  2.234
H  0.980  -0.587  -2.581
H  -1.003  -2.134  1.992
H  -0.038  -0.257  3.088
H  0.956  -0.617  1.675
H  1.785  2.445  -1.733

As for the SMILES: CCOCCCN(Cc1ccco1)S(=O)(=O)c1csc(C(N)=O)c1. Its HOMO energy is -8.85 eV. The calculation puts the energy above the lowest of the compared OMol25 structures with the same formula, charge and spin at 1.048 eV. Its gap between HOMO and LUMO is 8.97 eV.

***

No. 3
# C5H10N2

A 2-piece molecular cluster, C5H10N2 overall (ωB97M-V with the def2-TZVPD basis set, OMol25).

CARTESIAN COORDINATES (ANGSTROEM)
N  0.567  -0.981  1.704
N  0.917  -0.240  0.780
C  -0.278  1.760  1.605
C  -0.937  -1.462  -1.056
C  0.350  1.111  0.605
C  0.524  -1.170  -1.075
C  0.511  1.417  -0.752
H  0.922  -0.732  -1.978
H  -0.440  1.317  2.580
H  -1.515  -0.713  -1.596
H  -1.122  -2.445  -1.509
H  -0.596  2.784  1.482
H  -0.038  -0.490  2.387
H  -1.317  -1.528  -0.032
H  -0.165  2.104  -1.245
H  1.452  1.207  -1.234
H  1.164  -1.940  -0.666

Its HOMO energy (spin up / spin down) is -7.89 / -7.07 eV. The calculation puts the energy above the lowest of the compared OMol25 structures with the same formula, charge and spin at 6.012 eV. Its gap between HOMO and LUMO (spin up / spin down) is 7.83 / 6.75 eV.

***

No. 4
# C5H12O2

A 2-piece molecular cluster, C5H12O2 overall (ωB97M-V with the def2-TZVPD basis set, OMol25).

CARTESIAN COORDINATES (ANGSTROEM)
O  4.512  1.202  -2.378
O  2.615  0.286  0.986
C  2.392  2.487  2.033
C  0.431  1.231  0.752
C  1.889  1.242  1.258
C  3.785  2.882  1.628
C  0.000  0.000  0.000
H  4.192  3.648  2.308
H  0.304  -0.954  0.462
H  1.687  3.323  1.861
H  -1.100  0.016  -0.083
H  3.833  3.266  0.595
H  4.246  1.014  -1.450
H  3.853  0.721  -2.928
H  2.357  2.234  3.110
H  0.431  0.052  -1.014
H  4.415  1.979  1.698
H  0.362  2.021  -0.020
H  -0.284  1.485  1.558

As for the SMILES: CCC(=O)CC.O. Its HOMO energy is -9.81 eV. The calculation puts the energy above the lowest of the compared OMol25 structures with the same formula, charge and spin at 0.687 eV. Its gap between HOMO and LUMO is 10.56 eV.

***

No. 5
# C38H29Co2O7Si

C38H29Co2O7Si as an isolated structure (ωB97M-V with the def2-TZVPD basis set, OMol25).

CARTESIAN COORDINATES (ANGSTROEM)
Co  -4.358  3.025  -0.789
Co  -3.450  1.963  -2.952
Si  1.143  -1.704  1.906
O  -3.638  5.787  -1.365
O  -2.795  0.344  -5.336
O  -7.280  3.125  -0.785
O  0.313  -0.712  0.736
O  -3.878  2.977  2.058
O  -6.220  2.426  -3.642
O  -2.743  4.587  -3.892
C  -2.982  3.548  -3.466
C  -5.169  2.278  -3.181
C  -0.736  -1.260  -2.467
C  -0.583  1.387  -2.126
C  -3.912  4.670  -1.180
C  -0.381  3.900  -1.769
C  4.766  0.618  3.694
C  0.735  -1.664  -2.557
C  3.170  0.314  1.889
C  0.342  -0.550  -0.557
C  -3.084  1.649  -1.212
C  1.432  5.150  -2.795
C  0.833  -4.229  0.682
C  -0.793  -0.104  -1.382
C  -4.086  3.009  0.918
C  2.555  -0.724  2.602
C  -1.907  -2.824  5.240
C  -0.833  -3.673  4.960
C  -1.964  1.648  -2.009
C  -2.063  -1.639  4.515
C  1.747  -3.224  1.035
C  -0.079  -2.151  3.218
C  1.375  2.737  -2.944
C  0.079  -3.341  3.950
C  0.171  2.689  -2.213
C  1.271  -5.363  -0.010
C  -6.120  3.086  -0.784
C  3.538  -4.524  0.033
C  -3.046  0.947  -4.380
C  2.007  3.943  -3.231
C  3.036  -1.068  3.879
C  -1.151  -1.298  3.510
C  4.282  0.970  2.431
C  0.222  5.136  -2.075
C  2.620  -5.508  -0.344
C  1.474  -0.971  -1.386
C  3.112  -3.397  0.743
C  4.140  -0.400  4.419
H  3.836  -2.645  1.076
H  0.777  -2.755  -2.432
H  -0.221  -4.123  0.957
H  -0.154  0.833  -3.129
H  -1.288  3.887  -1.153
H  -1.755  -0.100  -0.860
H  4.594  -4.625  -0.217
H  1.908  6.110  -3.047
H  1.213  -1.432  -3.524
H  5.628  1.137  4.114
H  1.797  1.802  -3.290
H  2.783  0.610  0.909
H  -2.897  -0.970  4.724
H  -1.401  -2.120  -2.149
H  2.243  -1.605  -0.920
H  -1.155  -0.961  -3.443
H  -2.621  -3.085  6.022
H  0.546  -6.131  -0.282
H  -0.695  -4.597  5.521
H  4.507  -0.683  5.404
H  -3.329  0.770  -0.582
H  2.012  -0.068  -1.759
H  -1.277  -0.366  2.951
H  2.925  3.956  -3.828
H  2.547  -1.865  4.445
H  2.955  -6.387  -0.894
H  0.913  -4.013  3.726
H  4.767  1.758  1.856
H  -0.271  6.083  -1.786

Its HOMO energy is -1.62 eV. The calculation puts the energy above the lowest of the compared OMol25 structures with the same formula, charge and spin at 3.667 eV. As for the net charge: -1. Its gap between HOMO and LUMO is 3.82 eV.